No. 1
{"formula": "C4H5BrSi", "method": "the ωB97M-V functional and the def2-TZVPD basis", "species": ["C", "C", "C", "C", "Si", "Br", "H", "H", "H", "H", "H"], "positions_angstrom": [[-1.054, 0.841, -0.482], [-1.052, -0.628, -0.695], [0.083, 1.295, 0.057], [-0.097, -1.270, -0.060], [1.099, -0.093, 0.764], [3.126, -0.094, -0.134], [-1.849, 1.505, -0.792], [-1.685, -1.207, -1.424], [0.220, 2.244, 0.574], [0.107, -2.288, -0.078], [1.103, -0.306, 2.270]], "forces_ev_per_a": [[-4.409, -4.891, -3.320], [-4.413, 4.800, -3.144], [4.896, 1.484, 4.462], [5.001, -0.676, 3.057], [-1.246, -0.342, -0.215], [0.378, -0.069, 0.194], [-0.167, -0.261, -0.284], [0.065, 1.164, 0.972], [-0.358, 0.358, -0.791], [-0.252, -1.852, -0.230], [0.503, 0.287, -0.702]], "lumo_ev": [0.97, -2.66], "spin_multiplicity": 3}



No. 2
{"formula": "C28H81F4N9O17PbS4", "method": "the ωB97M-V functional and the def2-TZVPD basis", "species": ["Pb", "N", "S", "O", "O", "F", "S", "O", "O", "F", "N", "S", "O", "O", "F", "S", "O", "O", "F", "O", "H", "H", "O", "H", "H", "C", "C", "C", "O", "C", "N", "H", "H", "H", "H", "H", "H", "H", "H", "H", "H", "H", "C", "C", "C", "O", "C", "N", "H", "H", "H", "H", "H", "H", "H", "H", "H", "H", "H", "C", "C", "C", "O", "C", "N", "H", "H", "H", "H", "H", "H", "H", "H", "H", "H", "H", "C", "C", "C", "O", "C", "N", "H", "H", "H", "H", "H", "H", "H", "H", "H", "H", "H", "C", "C", "C", "O", "C", "N", "H", "H", "H", "H", "H", "H", "H", "H", "H", "H", "H", "C", "C", "C", "O", "C", "N", "H", "H", "H", "H", "H", "H", "H", "H", "H", "H", "H", "C", "C", "C", "O", "C", "N", "H", "H", "H", "H", "H", "H", "H", "H", "H", "H", "H"], "positions_angstrom": [[-21.063, -7.965, 5.154], [-21.720, -5.730, 4.201], [-21.086, -4.394, 4.768], [-21.882, -3.502, 5.537], [-20.199, -3.778, 3.841], [-20.233, -5.082, 5.935], [-22.615, -5.146, 2.879], [-21.954, -5.492, 1.680], [-23.350, -3.961, 3.038], [-23.642, -6.340, 3.013], [-23.146, -9.295, 4.632], [-23.562, -10.339, 5.859], [-22.966, -11.621, 5.788], [-24.842, -10.102, 6.406], [-22.622, -9.581, 6.949], [-24.352, -9.611, 3.614], [-25.544, -8.877, 3.796], [-24.415, -10.963, 3.197], [-23.689, -8.862, 2.351], [-26.527, -5.835, 4.274], [-26.704, -6.744, 4.010], [-25.643, -5.862, 4.646], [-17.970, -4.933, 7.488], [-17.854, -4.191, 6.887], [-18.296, -4.536, 8.302], [-25.368, 1.702, -0.738], [-25.263, 1.415, 0.747], [-24.649, 0.027, 0.973], [-25.393, -0.937, 0.268], [-25.049, -2.230, 0.681], [-24.461, 2.463, 1.376], [-25.604, 2.754, -0.912], [-26.220, 1.165, -1.154], [-24.460, 1.419, -1.274], [-26.256, 1.369, 1.204], [-24.622, -0.193, 2.048], [-23.629, 0.085, 0.556], [-25.244, -2.267, 1.770], [-23.970, -2.454, 0.740], [-25.577, -3.043, 0.196], [-23.612, 2.562, 0.827], [-24.180, 2.267, 2.329], [-20.880, -6.220, -2.103], [-22.238, -5.524, -2.186], [-23.365, -6.243, -1.484], [-24.539, -5.451, -1.652], [-25.695, -6.115, -1.207], [-22.040, -4.176, -1.587], [-20.152, -5.867, -2.824], [-21.038, -7.299, -2.214], [-20.532, -6.072, -1.077], [-22.503, -5.289, -3.218], [-23.250, -6.376, -0.398], [-23.549, -7.245, -1.908], [-25.935, -6.965, -1.860], [-26.476, -5.374, -1.077], [-25.540, -6.619, -0.235], [-22.911, -3.665, -1.669], [-21.816, -4.246, -0.599], [-20.106, -7.398, 9.949], [-20.657, -7.616, 8.527], [-21.641, -6.497, 8.214], [-22.387, -6.913, 7.076], [-23.679, -6.315, 6.870], [-19.541, -7.709, 7.543], [-19.718, -6.383, 10.063], [-19.302, -8.107, 10.161], [-20.869, -7.605, 10.700], [-21.182, -8.570, 8.553], [-21.113, -5.560, 8.018], [-22.275, -6.387, 9.097], [-24.426, -6.857, 7.451], [-23.882, -6.410, 5.808], [-23.644, -5.275, 7.190], [-18.884, -8.324, 8.024], [-18.997, -6.840, 7.564], [-24.964, -2.145, 6.050], [-24.375, -1.621, 7.362], [-25.474, -1.234, 8.329], [-26.294, -2.354, 8.621], [-27.405, -1.993, 9.397], [-23.455, -2.586, 7.983], [-24.314, -2.798, 5.472], [-25.318, -1.324, 5.414], [-25.903, -2.691, 6.198], [-23.831, -0.691, 7.176], [-26.100, -0.473, 7.851], [-24.925, -0.954, 9.238], [-28.043, -1.318, 8.806], [-27.143, -1.506, 10.342], [-28.005, -2.875, 9.613], [-22.749, -2.883, 7.316], [-24.063, -3.397, 8.102], [-16.141, -6.228, 1.382], [-16.809, -5.381, 2.449], [-16.195, -3.975, 2.447], [-17.064, -3.119, 3.133], [-17.093, -1.782, 2.707], [-18.248, -5.372, 2.336], [-15.083, -6.397, 1.597], [-16.210, -5.772, 0.392], [-16.592, -7.221, 1.346], [-16.539, -5.838, 3.410], [-16.083, -3.668, 1.391], [-15.164, -3.945, 2.823], [-17.900, -1.285, 3.244], [-17.412, -1.778, 1.655], [-16.165, -1.211, 2.806], [-18.543, -5.010, 1.435], [-18.611, -4.761, 3.058], [-20.839, -10.677, 1.950], [-20.166, -9.338, 1.792], [-20.063, -8.806, 0.373], [-19.378, -9.672, -0.494], [-18.000, -9.777, -0.235], [-20.837, -8.281, 2.596], [-20.090, -11.474, 1.889], [-21.673, -10.837, 1.272], [-21.109, -10.867, 2.997], [-19.144, -9.391, 2.178], [-19.706, -7.772, 0.284], [-21.091, -8.741, -0.011], [-17.797, -10.295, 0.711], [-17.519, -8.792, -0.175], [-17.517, -10.351, -1.023], [-20.604, -7.356, 2.232], [-21.851, -8.352, 2.467], [-21.090, 1.908, -0.297], [-19.815, 1.112, -0.466], [-19.562, 0.214, 0.746], [-20.607, -0.730, 0.784], [-20.828, -1.305, 2.062], [-19.903, 0.298, -1.702], [-20.991, 2.642, 0.506], [-21.954, 1.256, -0.175], [-21.285, 2.519, -1.182], [-18.947, 1.764, -0.598], [-19.387, 0.722, 1.704], [-18.594, -0.282, 0.546], [-21.049, -0.508, 2.777], [-19.977, -1.914, 2.372], [-21.699, -1.946, 1.931], [-19.101, -0.326, -1.647], [-20.721, -0.299, -1.618]], "forces_ev_per_a": [[0.226, -0.076, -0.122], [-1.216, 1.934, -0.992], [1.283, 1.142, 1.942], [-0.714, -0.269, -0.133], [0.282, -0.197, -0.010], [0.322, -0.357, -0.758], [-0.424, -3.914, 0.123], [0.765, 0.594, -0.729], [0.114, 0.768, 0.456], [-0.439, 0.379, 0.117], [-1.321, -1.517, 1.101], [1.993, 0.943, 2.176], [-0.211, -0.038, -0.465], [-0.661, -0.329, -0.488], [0.220, -0.261, -0.341], [-0.005, 1.243, -3.394], [-0.296, 0.313, 0.654], [0.056, -0.439, 0.511], [-0.017, -0.254, 0.256], [-0.161, 0.082, 0.000], [0.082, -0.080, 0.007], [0.054, -0.015, -0.039], [0.040, -0.087, 0.232], [-0.003, -0.024, -0.127], [0.061, 0.086, 0.042], [-0.835, 0.153, -0.060], [0.148, -0.533, 0.351], [0.087, 0.702, -0.633], [0.028, -0.271, -0.495], [0.560, -0.173, 2.296], [0.076, 0.144, -0.255], [0.290, 0.079, 0.100], [0.248, -0.280, -0.112], [0.021, 0.048, -0.012], [-0.041, 0.366, -0.071], [0.093, -0.121, -0.012], [0.073, -0.324, 0.350], [-0.519, -0.399, -0.175], [0.070, 0.281, -0.988], [-0.174, 0.333, -0.423], [0.030, 0.135, 0.165], [-0.127, -0.208, 0.002], [-1.049, -0.846, 0.556], [0.962, 1.600, 0.717], [-0.959, -0.394, -0.250], [0.135, -0.022, -0.070], [0.472, -0.713, 0.567], [-0.099, -0.076, -0.455], [-0.023, 0.171, -0.003], [0.301, 0.019, -0.205], [0.315, 0.040, -0.127], [-0.223, -0.503, -0.070], [0.616, 0.031, -0.096], [0.124, 0.077, -0.097], [-0.393, 0.408, -0.321], [-0.249, -0.148, -0.330], [0.135, 0.415, 0.093], [0.009, 0.092, 0.141], [-0.078, -0.111, 0.011], [-0.079, -0.237, -0.162], [0.627, 0.457, 0.942], [0.190, -0.825, 0.059], [-0.059, 0.309, -0.397], [0.417, -0.105, 0.454], [0.025, 0.097, 0.740], [-0.014, -0.010, 0.136], [0.089, 0.083, -0.105], [-0.077, 0.282, -0.014], [-0.101, 0.038, -0.334], [-0.119, 0.075, 0.036], [-0.270, 0.125, -0.201], [-0.034, -0.021, -0.038], [-0.148, 0.128, -0.008], [-0.114, 0.087, -0.266], [-0.004, -0.437, -0.582], [-0.392, 0.246, -0.281], [-1.127, 0.304, -0.489], [0.198, -0.238, -0.816], [0.476, -0.772, 0.034], [0.292, -0.249, 0.144], [-0.528, 0.181, -0.333], [-0.680, -0.234, 0.279], [0.288, 0.229, 0.040], [0.436, 0.051, -0.066], [0.279, -0.248, 0.401], [0.135, -0.069, -0.046], [0.156, 0.390, 0.391], [-0.559, 0.612, 0.078], [-0.008, 0.111, 0.235], [0.160, 0.014, -0.045], [0.205, -0.153, -0.019], [-0.162, 0.253, -0.037], [0.329, -0.118, 0.371], [0.064, -0.334, -0.104], [0.967, -0.167, 0.405], [0.063, 0.132, -1.091], [0.361, 0.180, 0.892], [-0.704, -0.023, -0.762], [-0.101, -0.534, 0.040], [0.020, 0.217, 0.024], [-0.095, -0.015, -0.004], [-0.129, 0.072, -0.032], [-0.305, 0.012, 0.060], [-0.324, 0.177, 0.068], [-0.146, -0.131, 0.378], [0.186, 0.009, 0.251], [0.288, 0.190, -0.043], [0.137, -0.264, 0.170], [-0.023, 0.120, 0.058], [-0.169, 0.082, -0.336], [0.774, -0.662, 0.795], [0.777, 1.207, 0.600], [-1.056, -0.453, -0.720], [0.070, -0.124, -0.315], [0.331, 0.100, 0.447], [-0.639, 0.187, 0.122], [-0.108, 0.037, -0.923], [-0.072, -0.096, 0.068], [-0.631, 0.540, -0.119], [-0.053, -0.127, 0.166], [0.493, -0.105, 0.471], [0.049, -0.153, -0.108], [-0.032, -0.015, -0.036], [-0.082, 0.020, -0.096], [-0.224, 0.014, -0.164], [0.229, -0.080, 0.065], [0.296, -0.077, -0.279], [0.082, 0.859, -0.536], [-0.283, -0.279, -0.177], [0.751, -0.383, -0.580], [0.023, 0.139, 0.351], [-0.067, 0.104, -0.708], [0.286, 0.293, 0.655], [-0.185, -0.311, 0.312], [0.103, -0.008, 0.292], [0.096, -0.188, -0.131], [-0.085, 0.165, 0.144], [-0.564, 0.281, -0.050], [-0.150, -0.199, 0.066], [0.036, -0.162, 0.260], [-0.038, 0.094, 0.145], [-0.015, -0.041, 0.260], [-0.120, -0.170, -0.425], [0.035, -0.086, -0.034]], "lumo_ev": -1.03}



No. 3
{"formula": "C24H66N2O16", "method": "the ωB97M-V functional and the def2-TZVPD basis", "species": ["C", "O", "C", "C", "N", "C", "C", "O", "C", "H", "H", "H", "H", "H", "H", "H", "H", "H", "H", "H", "H", "H", "H", "H", "C", "O", "C", "C", "N", "C", "C", "O", "C", "H", "H", "H", "H", "H", "H", "H", "H", "H", "H", "H", "H", "H", "H", "H", "C", "C", "O", "O", "H", "H", "H", "H", "H", "H", "C", "C", "O", "O", "H", "H", "H", "H", "H", "H", "C", "C", "O", "O", "H", "H", "H", "H", "H", "H", "C", "C", "O", "O", "H", "H", "H", "H", "H", "H", "C", "C", "O", "O", "H", "H", "H", "H", "H", "H", "C", "C", "O", "O", "H", "H", "H", "H", "H", "H"], "positions_angstrom": [[3.485, -2.040, -0.156], [2.493, -1.778, -1.137], [2.467, -2.807, -2.121], [1.457, -2.539, -3.223], [1.605, -1.170, -3.729], [0.813, -0.930, -4.900], [0.895, 0.505, -5.343], [0.431, 1.363, -4.329], [0.143, 2.683, -4.767], [3.262, -2.941, 0.423], [3.465, -1.184, 0.524], [4.499, -2.110, -0.565], [2.222, -3.769, -1.646], [3.461, -2.960, -2.565], [0.443, -2.732, -2.863], [1.709, -3.232, -4.028], [1.332, -0.548, -2.982], [-0.243, -1.227, -4.785], [1.198, -1.517, -5.739], [0.302, 0.648, -6.252], [1.945, 0.757, -5.528], [-0.566, 2.687, -5.604], [1.046, 3.178, -5.152], [-0.217, 3.209, -3.888], [0.296, -3.245, 1.717], [0.076, -2.065, 2.420], [-1.232, -1.950, 2.925], [-1.196, -0.833, 3.916], [-2.468, -0.617, 4.543], [-3.567, -0.290, 3.642], [-4.709, 0.340, 4.410], [-4.227, 1.498, 5.068], [-5.226, 2.142, 5.776], [0.166, -4.146, 2.334], [1.362, -3.254, 1.475], [-0.311, -3.286, 0.808], [-1.519, -2.908, 3.380], [-1.942, -1.755, 2.110], [-0.985, 0.057, 3.288], [-0.367, -0.912, 4.614], [-2.415, 0.044, 5.304], [-3.929, -1.244, 3.233], [-3.293, 0.330, 2.770], [-5.105, -0.355, 5.164], [-5.524, 0.588, 3.716], [-6.124, 2.351, 5.174], [-4.860, 3.119, 6.086], [-5.545, 1.561, 6.649], [0.880, 0.873, -0.217], [-0.246, -0.142, -0.380], [-1.300, 0.378, -1.232], [1.858, 0.904, -1.267], [1.468, 0.539, 0.653], [0.485, 1.840, 0.090], [-0.724, -0.214, 0.601], [0.116, -1.121, -0.688], [-0.891, 0.821, -2.012], [2.399, 0.090, -1.218], [5.261, -0.454, -3.199], [6.531, -1.278, -3.114], [7.472, -0.714, -2.172], [4.488, -0.992, -4.286], [5.503, 0.597, -3.395], [4.685, -0.543, -2.273], [6.939, -1.399, -4.119], [6.258, -2.269, -2.720], [8.344, -0.744, -2.570], [3.558, -0.991, -3.977], [1.213, 1.998, 3.345], [1.133, 2.110, 4.869], [2.101, 1.279, 5.506], [2.493, 1.763, 2.836], [0.766, 2.912, 2.933], [0.579, 1.189, 2.991], [0.137, 1.839, 5.211], [1.394, 3.147, 5.132], [2.826, 1.145, 4.880], [3.011, 2.576, 2.891], [-3.712, -3.547, 0.346], [-3.458, -3.361, -1.152], [-2.149, -2.842, -1.443], [-4.435, -2.463, 0.931], [-2.766, -3.677, 0.891], [-4.228, -4.496, 0.515], [-4.157, -2.663, -1.620], [-3.606, -4.310, -1.675], [-2.205, -1.882, -1.323], [-3.963, -1.619, 0.736], [-5.980, 0.510, 0.497], [-4.773, 0.594, -0.385], [-3.584, 0.008, 0.211], [-6.588, -0.765, 0.485], [-6.700, 1.224, 0.102], [-5.700, 0.729, 1.534], [-4.507, 1.597, -0.731], [-4.982, 0.030, -1.308], [-2.847, 0.375, -0.330], [-5.917, -1.449, 0.672], [3.523, 5.515, -1.052], [2.576, 4.349, -1.131], [3.224, 3.258, -1.741], [4.534, 5.292, -0.054], [3.024, 6.434, -0.752], [4.022, 5.664, -2.018], [1.664, 4.701, -1.657], [2.242, 4.078, -0.118], [2.766, 2.428, -1.491], [4.938, 4.431, -0.203]], "forces_ev_per_a": [[-0.020, 0.497, 0.508], [0.318, -0.462, -0.283], [0.125, -0.714, -0.121], [0.394, 0.464, 0.274], [0.450, -0.653, 0.560], [-0.492, 0.088, -0.718], [0.378, 0.362, 0.009], [-0.727, 0.157, 0.406], [0.693, -0.379, -0.249], [-0.019, -0.040, -0.158], [0.035, -0.130, 0.059], [-0.151, -0.087, -0.226], [-0.092, 0.171, 0.084], [0.027, 0.411, 0.090], [-0.168, -0.103, -0.072], [-0.232, -0.069, -0.020], [-0.043, 0.444, -0.015], [0.009, 0.064, 0.162], [0.089, -0.144, 0.114], [0.045, -0.041, -0.117], [0.030, -0.039, -0.307], [-0.259, -0.048, 0.303], [0.006, -0.044, 0.251], [-0.171, 0.185, -0.166], [0.742, -0.348, -0.144], [0.219, 0.368, 0.123], [0.189, -1.000, 0.067], [-0.483, 1.551, -0.890], [-0.444, -0.293, 0.652], [-0.066, -0.681, 0.203], [0.190, -0.178, 0.013], [0.351, -0.192, -0.683], [-0.776, 0.665, 0.424], [-0.456, 0.121, 0.002], [-0.139, 0.084, -0.332], [-0.001, -0.209, -0.064], [-0.135, 0.093, 0.153], [-0.022, 0.079, 0.019], [0.323, -0.022, 0.084], [-0.128, -0.336, 0.221], [0.078, 0.155, -0.125], [-0.163, 0.271, -0.138], [0.191, 0.128, 0.303], [0.050, -0.050, -0.108], [0.033, 0.072, 0.115], [0.102, -0.220, -0.138], [0.174, -0.104, 0.199], [0.027, 0.037, 0.066], [1.347, -1.821, 1.287], [-0.366, 1.401, 0.163], [0.770, 0.015, -0.898], [-0.684, 0.548, -0.375], [-0.498, 0.065, 0.216], [0.109, 0.328, -0.767], [0.138, -0.292, -0.030], [-0.045, 0.002, -0.197], [-0.369, -0.527, 0.590], [-0.498, 0.175, 0.028], [-0.100, -0.107, -0.673], [0.063, -0.362, 0.899], [-0.451, 0.011, -0.609], [0.013, 0.165, 0.762], [-0.041, -0.049, 0.168], [0.145, 0.221, 0.080], [0.115, 0.102, 0.073], [0.061, 0.034, -0.361], [0.031, 0.033, 0.031], [-0.008, 0.014, -0.485], [-1.422, 0.169, -0.041], [1.485, 0.182, -0.157], [-0.425, -0.245, -0.042], [0.799, 0.167, 0.031], [0.107, 0.037, -0.083], [0.214, -0.246, 0.018], [-0.016, 0.123, 0.108], [-0.462, -0.034, 0.156], [-0.157, 0.003, -0.019], [-0.023, -0.092, -0.077], [0.129, 0.119, -0.019], [0.243, 0.292, -0.180], [-0.102, -0.036, 0.174], [0.202, -0.138, 0.015], [0.112, 0.126, -0.360], [-0.516, 0.398, 0.060], [-0.452, -0.136, 0.421], [0.481, 0.018, 0.025], [0.135, -0.162, -0.099], [0.045, -0.453, 0.021], [0.209, -0.452, 0.364], [0.949, -0.528, -1.006], [-0.178, 0.745, -0.404], [-0.094, -0.082, -0.254], [-0.205, 0.061, 0.276], [-0.023, 0.546, -0.113], [-0.301, 0.206, 0.442], [-0.189, 0.034, 0.121], [-0.129, -0.543, 0.434], [-0.255, 0.059, -0.017], [1.012, -0.388, 0.495], [-0.733, 0.270, 0.157], [-0.072, -0.100, 0.056], [-0.195, 0.195, 0.018], [-0.142, -0.014, -0.049], [-0.270, 0.028, -0.052], [0.270, -0.369, -0.201], [0.127, 0.134, -0.002], [0.131, 0.292, -0.271], [-0.107, -0.019, -0.242]], "lumo_ev": 0.40, "smiles": "COCCNCCOC.COCCNCCOC.OCCO.OCCO.OCCO.OCCO.OCCO.OCCO"}